Here is a structure of composition C33H36BrGaN4OS2 from the Open Molecules 2025 dataset. Energies are from the ωB97M-V functional and the def2-TZVPD basis.

Last column: Mulliken charge in e.
Cartesian coordinates (Å):
H 1.168 1.586 -4.135  0.376
H -4.023 3.535 3.656  0.348
C -0.995 4.806 4.753  -1.668
N 1.789 -1.618 0.405  0.246
O 0.048 0.679 -0.002  0.000
H 2.271 -7.144 -3.367  0.401
H -2.554 3.509 6.465  0.425
C 0.491 -0.433 -3.929  0.366
H -0.029 4.393 5.048  0.353
H 1.889 3.976 0.450  0.341
C -0.271 1.076 -5.644  -0.585
C 1.885 -7.435 -0.017  -0.713
H -3.019 2.115 5.496  0.371
H 2.191 0.273 1.075  0.392
C -0.340 -1.421 -4.453  -0.080
H 1.204 2.335 -1.365  0.254
H 1.297 5.226 -0.649  0.456
C -3.314 4.311 3.948  -1.601
C -1.014 3.452 2.072  -0.569
C 2.160 -2.897 0.268  0.843
C -0.537 2.777 0.959  -0.760
C -1.140 -1.155 -5.551  -0.602
C 2.140 -7.802 -1.330  -0.381
H -2.860 -4.549 -2.589  0.231
C 0.524 0.816 -4.538  -0.422
H -1.786 -1.931 -5.944  0.408
H 1.685 -4.796 -2.829  0.462
C 2.572 -0.740 1.022  -0.067
C 1.749 -5.542 -2.048  -0.145
S -2.075 -1.328 -1.291  -0.523
H -3.717 -3.030 -2.641  0.197
C 3.795 -1.114 1.548  -0.886
H 3.673 -4.372 0.621  0.518
C -1.983 3.687 4.395  1.852
H -0.461 2.264 -1.917  0.418
C 1.568 -6.119 0.286  0.008
H -1.687 5.167 0.167  0.335
N -0.872 -3.790 -1.441  -1.725
C -0.145 3.653 -0.247  2.583
Br -0.808 -1.144 2.380  -0.184
C 1.183 -3.759 -0.430  0.279
H 4.412 -0.381 2.048  0.469
C -1.110 0.096 -6.151  -0.496
H -1.383 5.397 5.586  0.471
C -0.882 0.754 2.207  0.031
C 4.203 -2.432 1.403  -0.694
C -1.363 1.464 3.297  0.017
H -1.094 5.148 -1.491  0.471
H 2.391 -8.828 -1.566  0.393
H -3.754 4.895 4.759  0.457
C 1.016 4.571 0.178  -1.765
H -0.344 -2.403 -3.998  0.332
C 2.073 -6.856 -2.343  -0.756
H -0.236 2.054 -6.107  0.375
C -1.354 4.515 -0.640  -1.813
C -0.447 1.360 1.022  0.853
C -1.902 -3.004 -1.700  0.658
C -1.431 2.842 3.252  -0.273
H -1.671 0.908 4.170  0.507
C 1.499 -5.171 -0.729  -0.561
H -1.331 2.335 5.977  0.432
S 1.550 -0.772 -2.549  -0.423
N 0.107 -3.157 -0.785  1.295
Ga 0.154 -1.025 -0.750  0.103
H 0.756 5.198 1.032  0.327
H 0.516 3.688 -2.275  0.614
N -2.931 -3.576 -2.343  -0.406
C 0.305 2.927 -1.519  -2.227
H 1.363 -5.828 1.309  0.470
H -0.829 5.485 3.917  0.333
H 1.929 -8.173 0.773  0.391
H -2.194 3.884 -0.932  0.379
H -3.170 4.972 3.093  0.321
C -2.233 2.856 5.653  -2.132
C 3.382 -3.340 0.757  -0.695
H -1.732 0.303 -7.013  0.371
H -1.076 4.530 2.014  0.179
H 5.162 -2.751 1.791  0.439

Properties
multiplicity: 1
frontier orbital gap: 6.96 eV
M: 718.44 g/mol